No. 1
This record from the OMol25 dataset describes a molecular structure, C12H36AlO6S6 in a non-equilibrium geometry. The level of theory is ωB97M-V/def2-TZVPD.

Geometry as XYZ:
```
61
Properties=species:S:1:pos:R:3:forces:R:3:mulliken_charge:R:1
Al -0.093516 -0.195084 -0.003053 0.302 1.817 -1.904 -0.674
C 1.385618 3.623303 -1.049693 1.788 -0.485 -1.741 -1.138
S 0.360249 2.525755 -1.907212 -3.086 -1.075 1.442 0.330
O 0.277637 1.340508 -0.950095 1.324 1.658 -1.515 0.035
C -1.157730 3.414219 -1.450233 -1.382 -0.225 -0.028 -1.068
H 2.328130 3.261012 -1.415384 1.016 0.442 -0.220 0.431
H 1.484846 3.554241 -0.026706 -0.774 -0.457 2.389 0.314
H 1.266525 4.623908 -1.342089 -0.166 1.331 -0.655 0.579
H -0.883794 4.399055 -1.546585 0.872 2.573 -0.003 0.534
H -1.415165 3.257484 -0.412228 0.607 -0.412 0.462 0.230
H -2.145872 3.495525 -1.919316 0.606 -1.250 -0.964 0.431
C -1.146233 -3.074428 -2.875594 0.012 0.035 -1.484 -0.772
S 0.076210 -1.758414 -2.890975 -2.371 1.834 0.616 0.272
O 0.102260 -1.117123 -1.487511 0.577 -2.042 -3.703 0.171
C 1.533879 -2.662784 -2.867803 0.195 -0.514 0.509 -0.776
H -0.930845 -3.660906 -3.764147 0.251 0.102 -0.547 0.529
H -2.193710 -2.785960 -3.045061 0.551 0.343 0.629 0.262
H -0.966508 -3.789116 -2.120059 -0.148 -0.410 1.371 0.109
H 2.276360 -1.910757 -3.115334 0.513 -0.385 0.187 0.216
H 1.496534 -3.472279 -3.585150 0.242 -0.128 -0.148 0.570
H 1.506988 -2.998684 -1.824032 0.892 -0.221 -0.356 0.071
C 0.784954 -2.659110 3.059252 0.951 -0.837 -0.562 -0.653
S -0.351833 -2.934537 1.662019 -0.499 1.894 -0.903 0.346
O -0.344112 -1.675770 0.728803 -1.436 -5.529 3.898 -0.233
C 0.619135 -4.039020 0.670977 -1.903 1.243 -2.925 -0.592
H 1.627460 -2.079186 2.713352 0.337 0.068 -0.413 0.018
H 1.153181 -3.674850 3.295813 -0.205 0.408 0.061 0.435
H 0.459844 -2.174401 3.972822 -0.892 -0.238 -0.232 0.372
H 0.565500 -4.999766 1.022823 0.855 -2.304 1.616 0.650
H 1.520591 -3.547325 0.399276 1.194 -0.111 0.309 0.197
H 0.086629 -4.242559 -0.341459 0.331 0.984 1.705 -0.110
C -0.393637 3.007385 2.961288 0.515 -1.530 0.149 -0.985
S -1.104124 1.383869 2.605432 0.947 -1.225 -0.475 0.290
O -0.316457 0.697395 1.451316 -0.707 3.253 4.491 0.217
C -0.503134 0.504417 4.059586 -0.884 -2.293 -0.361 -0.875
H 0.674912 3.043147 3.041376 0.613 -0.559 0.795 0.338
H -0.934279 3.439018 3.774642 -0.235 0.120 0.761 0.491
H -0.542983 3.588335 2.128915 -0.998 1.443 -2.175 0.337
H -0.819776 -0.608161 4.028419 -0.125 2.018 -0.251 0.146
H -0.986009 0.944091 4.918211 0.128 0.234 0.413 0.575
H 0.573896 0.421596 4.112783 0.307 0.768 -0.013 0.305
C 3.229618 1.267642 1.589445 2.045 -2.462 2.182 -0.614
S 3.142814 -0.187537 0.613713 -2.264 0.598 -0.549 0.317
O 1.611725 -0.294966 0.416603 3.946 -1.039 1.030 -0.096
C 3.533969 0.458595 -0.949015 0.601 -1.182 -2.256 -0.343
H 3.235735 0.844158 2.611757 -0.007 0.654 -0.203 0.337
H 2.434683 1.884399 1.464045 -2.510 1.598 -0.721 -0.121
H 4.143864 1.773675 1.432960 1.152 0.500 -0.142 0.566
H 2.858334 1.281463 -1.202771 0.370 -0.276 0.219 -0.245
H 3.294029 -0.430995 -1.597906 0.051 0.979 0.331 0.003
H 4.594012 0.641796 -1.172262 -0.237 0.254 0.529 0.564
C -3.914669 -1.017045 -1.589645 -1.474 -0.285 1.192 -1.288
S -3.325617 0.155891 -0.406172 0.988 -2.004 1.289 0.272
O -1.766257 0.149370 -0.456681 -4.925 0.812 -1.281 0.136
C -3.886750 1.484872 -1.357837 1.289 2.533 0.806 -0.836
H -3.740019 -0.800586 -2.606469 0.927 0.257 -1.133 0.425
H -5.000658 -0.932149 -1.505250 -0.170 0.100 0.227 0.602
H -3.735639 -2.012846 -1.262457 0.639 -0.824 0.021 0.350
H -4.805606 1.376104 -1.908166 -0.464 -0.153 0.358 0.505
H -3.067864 1.464222 -2.030629 0.606 0.589 -1.384 0.213
H -3.767323 2.429897 -0.750654 -0.682 -0.989 -0.741 0.326
```
Forces are in eV/Å.

Results
HOMO level in eV: -17.9
Max |F| in eV Å⁻¹: 6.92
Net charge: +3
Molecular weight in Da: 495.80

=====

No. 2
This record from the OMol25 dataset describes a molecular structure, C12H36ClF3N4O5P2Si2. The level of theory is ωB97M-V/def2-TZVPD.

Geometry as XYZ:
```
65
Properties=species:S:1:pos:R:3:forces:R:3:mulliken_charge:R:1
N -0.951010 -1.838331 -1.263838 -0.231 -0.040 0.025 -0.648
C -1.060520 -0.611014 -2.060372 0.239 -0.209 -0.007 -0.056
Si -1.256593 0.855471 -0.925464 -0.298 -0.129 -0.134 0.458
O -0.847774 2.248882 -1.729706 0.110 -0.039 0.210 -0.302
Si 0.559359 3.098720 -1.650248 0.041 0.090 -0.051 0.485
C 0.510287 4.406784 -0.310283 0.047 0.115 0.082 -0.745
C -0.132365 4.061735 1.036864 -0.121 0.143 0.079 -0.773
C 0.741428 3.253515 1.981776 -0.004 -0.120 -0.100 1.123
F 0.146242 2.102412 2.358272 -0.019 -0.022 0.087 -0.228
F 1.018482 3.924619 3.115184 0.058 0.011 -0.026 -0.327
F 1.924867 2.906533 1.435874 0.005 -0.002 0.026 -0.257
P 2.306979 1.615046 -1.437930 -0.280 -0.026 -0.242 0.277
O 2.322696 1.126400 -3.022221 0.283 -0.138 0.133 -0.411
Cl 3.729299 3.135089 -1.497494 0.132 0.105 0.031 -0.304
P -3.355320 0.986671 0.011366 0.015 0.095 -0.143 0.122
N -3.609536 2.706126 -0.160229 0.077 0.074 0.451 -0.560
O -4.160895 0.427127 -1.340312 0.066 0.159 -0.126 -0.502
H -0.451762 -1.692615 -0.394733 0.132 -0.027 -0.140 0.239
H -0.476812 -2.559288 -1.797052 -0.003 0.057 0.004 0.229
H -1.923220 -0.685486 -2.731296 0.052 0.059 0.038 0.283
H -0.172619 -0.435466 -2.689095 -0.092 0.090 0.033 0.004
H -0.308413 0.661027 0.204681 0.049 0.075 0.010 -0.153
H 0.760007 3.782182 -2.949458 0.067 -0.043 -0.010 -0.245
H -0.042489 5.253940 -0.730526 0.011 -0.084 -0.019 0.424
H 1.534324 4.763790 -0.157860 -0.077 0.036 -0.037 0.387
H -1.071764 3.517652 0.910525 0.073 0.028 -0.067 0.013
H -0.373484 4.983690 1.569752 -0.021 -0.073 -0.008 0.426
H 2.677990 1.785670 -3.633160 -0.230 0.045 -0.001 0.303
H -4.381651 2.972353 -0.759139 0.196 0.000 -0.170 0.243
H -3.766600 3.126309 0.750276 -0.163 -0.067 -0.098 0.239
H -4.984568 0.896278 -1.508681 -0.093 -0.176 0.136 0.261
C -2.224225 0.672707 6.707197 -0.006 0.005 -0.002 -1.563
C -1.136249 0.811861 5.647989 -0.030 0.049 0.019 0.585
C -0.056347 -0.273400 5.717556 0.008 -0.021 -0.035 -0.598
O 0.866484 -0.121837 6.780241 -0.024 0.032 0.028 -0.396
C 0.463271 -0.658219 8.022403 0.022 -0.039 -0.015 -0.637
N -0.585015 2.166164 5.699626 0.090 -0.049 -0.052 -0.661
H -1.866380 0.998107 7.684937 0.007 -0.012 -0.003 0.294
H -3.076525 1.300064 6.448092 0.016 0.017 0.012 0.366
H -2.567993 -0.359757 6.793631 0.001 0.001 -0.002 0.355
H -1.609493 0.697382 4.666480 0.005 -0.042 0.002 0.325
H 0.540998 -0.220957 4.804014 0.021 0.012 0.020 0.240
H -0.515999 -1.270384 5.761686 -0.019 0.014 -0.012 0.428
H -0.114449 -1.578965 7.886393 0.007 -0.005 0.011 0.303
H -0.136673 0.045127 8.605678 -0.014 -0.004 -0.011 0.223
H 1.367274 -0.891079 8.584105 -0.005 0.006 0.004 0.259
H 0.042450 2.304397 4.913905 -0.044 0.053 -0.010 0.130
H 0.001286 2.244195 6.526047 -0.044 0.003 0.012 0.313
C 1.262113 -4.986465 -4.179726 -0.002 -0.001 0.008 -1.497
C 0.463843 -3.955760 -4.970163 0.020 -0.007 0.076 0.184
C 0.928065 -3.786083 -6.420834 -0.021 -0.003 -0.025 -0.699
O 2.133922 -3.063102 -6.572752 0.012 0.003 0.045 -0.366
C 3.322610 -3.815664 -6.440971 -0.002 -0.007 -0.047 -0.642
N 0.451779 -2.692091 -4.228799 -0.003 0.035 -0.094 -0.403
H 2.238998 -4.594183 -3.894326 0.001 -0.002 -0.015 0.299
H 0.733583 -5.242763 -3.261886 0.010 0.019 0.005 0.353
H 1.414510 -5.900596 -4.756164 -0.001 0.002 0.001 0.368
H -0.572312 -4.306579 -5.024619 0.008 -0.015 -0.031 0.393
H 0.173090 -3.206750 -6.958301 0.020 0.017 0.000 0.335
H 1.011669 -4.764721 -6.912760 -0.013 -0.004 0.019 0.424
H 3.198646 -4.823820 -6.850642 0.013 0.002 -0.005 0.301
H 3.649422 -3.899365 -5.401548 -0.013 -0.011 0.002 0.231
H 4.096822 -3.299331 -7.006987 0.002 0.000 0.009 0.258
H -0.176426 -2.036655 -4.684615 -0.041 -0.019 0.057 0.257
H 1.372686 -2.267297 -4.310361 -0.004 -0.016 0.062 0.232
```
Forces are in eV/Å.

Results
HOMO level in eV: -7.9
Max |F| in eV Å⁻¹: 0.46
Net charge: 0
Molecular weight in Da: 527.01

=====

No. 3
This record from the OMol25 dataset describes a molecular structure, C12H36CrO6S6 in a non-equilibrium geometry. The level of theory is ωB97M-V/def2-TZVPD.

Geometry as XYZ:
```
61
Properties=species:S:1:pos:R:3:forces:R:3:mulliken_charge:R:1
Cr 0.422262 -0.373852 0.375656 0.155 -0.210 0.146 -0.009
C -3.585738 -0.613852 0.041656 -0.271 -0.669 -0.668 -0.443
S -2.717738 0.205148 1.476656 0.409 -0.088 -0.932 0.367
O -1.216738 0.271148 1.231656 -1.950 -0.001 0.634 -0.250
C -3.156738 1.912148 1.120656 0.417 -1.189 -1.019 -0.692
H -3.200738 -1.611852 -0.222344 0.320 0.221 1.056 -0.064
H -3.432738 -0.124852 -0.907344 0.250 0.941 -0.087 0.054
H -4.686738 -0.761852 0.116656 0.714 0.489 0.754 0.549
H -4.210738 1.932148 1.167656 -1.240 0.625 0.082 0.547
H -2.760738 2.183148 0.147656 -0.262 -0.363 -0.340 -0.247
H -2.646738 2.558148 1.779656 0.192 0.490 1.326 0.343
C 4.656262 -1.135852 -0.885344 0.627 -1.218 0.888 -1.033
S 3.162262 -0.599852 -1.582344 -1.828 0.389 0.327 0.295
O 2.078262 -0.962852 -0.535344 2.249 -0.126 -1.473 -0.398
C 3.480262 1.140148 -1.441344 1.233 1.367 -0.138 -0.527
H 4.718262 -2.187852 -1.181344 0.097 -0.024 0.392 0.386
H 4.503262 -1.069852 0.234656 0.741 0.182 -1.238 0.278
H 5.522262 -0.650852 -1.379344 -0.525 0.039 0.729 0.442
H 2.739262 1.700148 -1.971344 -0.579 0.131 -0.615 0.188
H 4.491262 1.476148 -1.847344 -1.245 -0.877 0.389 0.485
H 3.398262 1.489148 -0.418344 0.158 -0.473 0.348 -0.096
C 0.259262 2.931148 2.436656 -0.328 -1.533 -0.186 -0.803
S 1.811262 2.024148 2.506656 -1.683 -0.474 -1.573 0.175
O 1.448262 0.921148 1.499656 1.928 1.456 1.724 -0.081
C 2.658262 3.182148 1.460656 -0.942 0.935 -1.016 -0.809
H -0.543738 2.440148 2.952656 -0.045 -0.748 0.381 0.206
H -0.046738 3.029148 1.411656 0.202 -0.107 -0.592 -0.042
H 0.336262 3.852148 2.867656 0.483 2.678 1.194 0.759
H 2.535262 4.216148 1.750656 -0.083 0.242 0.612 0.425
H 2.173262 3.134148 0.448656 0.656 -0.377 0.881 -0.033
H 3.699262 2.991148 1.462656 1.030 -0.431 -0.287 0.399
C -0.508738 3.556148 -1.358344 0.438 0.045 1.028 -0.785
S -0.196738 1.974148 -2.142344 -0.965 -1.405 0.693 0.436
O 0.006262 0.851148 -1.096344 -0.600 2.815 -2.616 -0.030
C -1.927738 1.761148 -2.748344 1.681 -2.531 -0.819 -0.781
H 0.403262 3.805148 -0.765344 -0.909 -0.066 -0.302 0.134
H -1.462738 3.635148 -0.802344 0.742 -0.368 0.051 0.224
H -0.598738 4.268148 -2.155344 0.167 0.398 -0.655 0.520
H -1.923738 2.034148 -3.798344 -0.436 0.931 0.086 0.490
H -2.640738 2.149148 -2.060344 -0.583 0.579 0.083 0.312
H -2.054738 0.644148 -2.853344 0.137 1.022 0.545 -0.018
C -0.170738 -1.986852 -3.235344 -0.047 -0.816 -0.988 -0.458
S -0.404738 -2.922852 -1.712344 0.574 0.212 0.343 0.346
O -0.470738 -1.970852 -0.493344 -1.475 -2.067 -2.532 0.192
C -2.059738 -3.398852 -2.184344 -0.150 -0.531 1.243 -1.001
H 0.843262 -1.734852 -3.414344 1.101 0.580 0.482 0.272
H -0.800738 -1.124852 -3.216344 -0.363 0.614 0.031 -0.205
H -0.380738 -2.581852 -4.161344 -0.369 0.044 1.097 0.453
H -1.998738 -4.144852 -2.971344 0.052 0.061 -0.135 0.443
H -2.639738 -2.538852 -2.462344 -0.287 0.365 -0.279 0.273
H -2.494738 -3.869852 -1.295344 -0.065 0.014 -0.226 0.340
C 0.813262 -3.074852 4.099656 0.233 0.565 2.129 -1.076
S -0.319738 -2.200852 3.011656 0.948 0.415 -0.081 0.437
O 0.591262 -1.564852 1.978656 0.058 -1.330 1.292 -0.049
C -1.058738 -3.619852 2.231656 -0.445 0.692 -0.665 -0.853
H 1.412262 -3.863852 3.639656 -0.424 0.044 -0.170 0.341
H 0.216262 -3.410852 4.984656 0.242 -0.305 -0.927 0.420
H 1.528262 -2.375852 4.630656 -0.815 -0.257 -1.153 0.350
H -0.281738 -4.220852 1.860656 1.177 -0.674 -0.875 0.314
H -1.759738 -3.348852 1.426656 0.402 0.198 0.431 -0.034
H -1.546738 -4.218852 2.944656 -0.898 -0.520 1.192 0.623
```
Forces are in eV/Å.

Results
HOMO level (spin up / spin down) in eV: -10.6 / -14.3
Max |F| in eV Å⁻¹: 3.89
Net charge: +2
Multiplicity: 5
Molecular weight in Da: 520.81
⟨S²⟩: 6.01